A molecular structure, C19H27ClN2SeTi at a distorted geometry. Source: the OMol25 dataset; level of theory: wB97M-V/def2-TZVPD.

```
! RIJCOSX wB97M-V def2-TZVPD def2/J DEFGRID3
* xyz 2 1
Se 0.622 2.268 1.909
Ti 0.058 0.170 0.318
Cl 0.269 0.757 -1.947
N -0.944 2.280 4.438
N 1.068 1.513 4.699
C -1.879 -1.328 0.552
C -0.006 -0.538 -6.308
C -2.154 2.863 3.883
C 1.619 1.389 -5.960
C -2.259 -0.557 -0.574
C -2.220 0.823 -0.204
C -0.767 2.058 5.784
C -1.921 0.900 1.191
C 1.285 -1.943 -0.308
C 1.505 -0.871 1.736
C 2.204 -0.870 -0.473
C 0.853 -1.952 1.046
C -1.642 -0.427 1.665
C 0.194 1.962 3.743
C -0.888 1.829 -5.995
C 0.240 0.885 -6.027
C 0.487 1.585 5.956
C 2.340 -0.196 0.786
C 2.439 1.126 4.497
H -2.084 1.788 1.790
H -1.134 2.214 -6.999
H 2.586 0.083 4.808
H 2.998 0.642 0.997
H 2.302 0.635 -5.551
H 0.995 -2.661 -1.080
H -0.030 -0.748 -7.391
H 1.453 -0.660 2.799
H -2.795 2.088 3.437
H -2.564 -0.951 -1.539
H 2.709 1.235 3.440
H 0.780 -1.172 -5.881
H -2.410 1.683 -0.846
H 3.099 1.763 5.101
H -0.971 -0.865 -5.903
H -1.884 3.609 3.118
H -1.796 1.354 -5.607
H 2.008 1.663 -6.956
H -0.661 2.700 -5.369
H 2.745 -0.634 -1.385
H -1.393 -0.715 2.684
H 1.015 1.325 6.847
H -1.876 -2.412 0.600
H -1.554 2.291 6.496
H 0.214 -2.710 1.508
H 1.687 2.288 -5.336
H -2.719 3.337 4.701
*
```

Properties
LUMO level = -7.778 eV
Energy = -4560.275783 Eh
Kohn-Sham gap = 5.53 eV
Highest occupied orbital energy = -13.311 eV

natural (NBO) charges, unit e, in atom order: -0.046, 0.829, -0.408, -0.335, -0.330, -0.216, -0.768, -0.417, -0.770, -0.189, -0.259, -0.041, -0.265, -0.243, -0.326, -0.190, -0.243, -0.364, 0.264, -0.769, 0.659, -0.041, -0.280, -0.427, 0.258, 0.333, 0.227, 0.268, 0.274, 0.260, 0.334, 0.254, 0.219, 0.255, 0.242, 0.273, 0.265, 0.242, 0.272, 0.244, 0.273, 0.334, 0.277, 0.259, 0.261, 0.256, 0.257, 0.258, 0.258, 0.277, 0.244